Record 1
3 unconnected molecules or ions with the total composition C9H18O9, computed with wB97M-V/def2-TZVPD.

Atoms and positions in Å:
C 0.354 -4.006 2.989
O -0.263 -3.426 1.760
C -0.699 -4.296 0.804
O -0.532 -5.549 0.919
O -1.421 -3.722 -0.257
C -1.978 -4.647 -1.294
H -0.382 -4.691 3.680
H 0.943 -3.203 3.456
H 1.148 -4.628 2.437
H -2.930 -3.997 -1.894
H -2.493 -5.567 -0.898
H -1.124 -5.158 -1.829
C 0.296 -0.835 -0.239
O 1.076 0.348 -0.565
C 1.561 1.088 0.345
O 1.537 0.867 1.543
O 2.158 2.140 -0.187
C 2.639 3.197 0.628
H 0.094 -1.371 -1.009
H -0.657 -0.588 0.068
H 0.740 -1.408 0.632
H 3.721 3.205 1.011
H 1.910 3.356 1.359
H 2.673 4.131 -0.074
C -0.895 3.559 1.231
O -0.347 3.855 0.060
C -0.741 3.285 -1.132
O -1.788 2.654 -1.189
O -0.066 3.766 -2.235
C -0.299 3.109 -3.513
H -0.710 2.433 1.474
H -1.895 3.766 1.271
H -0.499 3.917 1.925
H 0.510 3.018 -4.189
H -1.272 3.365 -3.839
H -0.380 2.025 -3.248

For the relative energy (zero: lowest compared OMol25 entry of this formula, charge and spin), the calculation gives 5.527 eV. The SMILES is COC(=O)OC.COC(=O)OC.COC(=O)OC. Its spin multiplicity is 1. The value obtained for the highest occupied orbital energy is -10.453 eV. The calculation puts the frontier orbital gap at 11.1 eV. The calculation puts the energy at -1030.703130 a.u. Its net charge is 0.

Atomic partial charges in e from the Löwdin method, atoms 1 to 2: atom 1 (C): -0.013, atom 2 (O): -0.077

Record 2
A molecular structure, C9H19AlO15S2, computed with wB97M-V/def2-TZVPD.

Atoms and positions in Å:
Al -1.510 -0.989 1.692
S 0.092 -1.640 6.889
O -1.130 -1.012 6.436
O -0.352 -2.901 7.509
O 0.844 -1.979 5.668
O 0.795 -0.715 7.780
S -6.900 -1.807 2.482
O -6.076 -2.088 1.310
O -7.982 -0.908 2.230
O -7.291 -3.023 3.172
O -5.940 -1.137 3.362
C 4.370 2.102 -1.969
C 3.771 2.870 -0.780
C 3.798 4.218 -1.260
O 2.536 2.358 -0.267
H 5.453 2.173 -1.867
H 4.085 2.512 -2.938
H 4.317 1.014 -1.917
H 4.453 2.829 0.069
H 3.480 4.828 -0.414
H 3.082 4.379 -2.066
H 4.785 4.560 -1.570
C -6.917 1.996 -2.240
O -5.887 2.761 -2.892
C -4.579 2.588 -2.556
O -4.206 1.873 -1.636
O -3.935 3.431 -3.318
C -2.516 3.327 -3.397
H -6.523 1.008 -2.005
H -7.832 1.972 -2.833
H -7.253 2.435 -1.300
H -2.075 3.475 -4.382
H -2.093 2.381 -3.059
H -2.039 4.021 -2.705
C 4.952 -2.474 1.406
O 4.917 -3.202 0.252
C 3.802 -3.818 -0.116
O 2.684 -3.825 0.457
O 4.163 -4.647 -1.155
C 3.121 -5.365 -1.747
H 4.059 -1.950 1.746
H 5.771 -1.765 1.285
H 5.240 -3.096 2.254
H 2.256 -4.791 -2.079
H 2.741 -6.006 -0.951
H 3.472 -5.972 -2.581

For the relative energy (zero: lowest compared OMol25 entry of this formula, charge and spin), the calculation gives 5.765 eV. Its spin multiplicity is 1. The value obtained for the highest occupied orbital energy is -2.074 eV. The calculation puts the frontier orbital gap at 1.5 eV. The calculation puts the energy at -2521.415178 a.u. Its net charge is -2.

Atomic partial charges in e from the Löwdin method, atoms 1 to 2: atom 1 (Al): 0.979, atom 2 (S): 0.173

Record 3
2 unconnected molecules or ions with the total composition C9H19BBrI2NO2P, computed with wB97M-V/def2-TZVPD.

Atoms and positions in Å:
C -2.985 -3.885 1.315
C -2.761 -4.392 -0.113
C -2.226 -3.303 -1.041
Br -2.364 -4.031 -2.888
B -0.742 -2.760 -0.650
P 0.646 -4.008 -1.209
O 0.403 -5.484 -1.048
C -0.330 -1.257 -1.088
I -1.208 -0.533 -2.901
C 0.482 -0.381 -0.498
C 0.897 1.018 -0.845
I 1.377 -0.912 1.356
H -2.065 -3.877 1.898
H -3.708 -4.519 1.838
H -3.374 -2.861 1.310
H -3.707 -4.767 -0.515
H -2.057 -5.228 -0.115
H -2.938 -2.472 -1.065
H -0.656 -2.781 0.557
H 1.818 -3.594 -0.520
H 1.085 -3.654 -2.517
H 1.979 1.110 -0.941
H 0.606 1.697 -0.040
H 0.423 1.350 -1.766
C 2.772 5.645 0.001
C 2.529 4.254 0.548
O 3.217 3.304 0.230
N 1.495 4.092 1.420
C 0.558 5.082 1.898
H 3.623 5.587 -0.670
H 1.904 6.009 -0.549
H 2.990 6.353 0.802
H 1.389 3.140 1.740
H 0.605 5.183 2.984
H -0.466 4.825 1.621
H 0.789 6.050 1.462

For the relative energy (zero: lowest compared OMol25 entry of this formula, charge and spin), the calculation gives 0.000 eV. Its spin multiplicity is 1. The value obtained for the highest occupied orbital energy is -4.901 eV. The calculation puts the frontier orbital gap at 7.1 eV. The calculation puts the energy at -4095.271936 a.u. Its net charge is -1.

Atomic partial charges in e from the Löwdin method, atoms 1 to 2: atom 1 (C): -0.118, atom 2 (C): -0.348

Record 4
A molecular structure, C9H19Cl2NO3PTb, computed with wB97M-V/def2-TZVPD.

Atoms and positions in Å:
C -0.597 -3.940 -3.252
C -0.160 -3.026 -2.192
H -1.693 -3.991 -3.313
H -0.200 -4.940 -3.015
H -0.186 -3.596 -4.217
O -0.838 -2.167 -1.587
Cl 1.595 -3.193 -1.734
Tb 0.680 -1.000 -0.234
P -0.373 1.198 -1.596
C -1.815 2.296 -1.523
C 0.934 2.483 -1.509
H 0.395 0.080 -3.632
H -0.262 1.715 -3.960
H -1.374 0.339 -3.647
C -0.406 0.790 -3.382
H 1.915 1.992 -1.487
H 0.872 3.170 -2.364
H -1.690 3.061 -2.304
H -1.862 2.776 -0.538
H 0.809 3.052 -0.577
H -2.743 1.735 -1.696
C -2.031 -0.114 0.367
O -3.036 0.117 0.872
Cl 3.049 -0.270 -0.338
C 1.448 1.115 3.214
N 0.702 -0.002 3.803
C 0.470 -0.007 5.240
C 0.214 -1.000 3.089
O 0.350 -1.069 1.826
H 1.950 1.618 4.048
H 0.778 1.840 2.731
H 2.188 0.758 2.486
H -0.600 0.112 5.459
H 0.805 -0.966 5.649
H 1.032 0.817 5.682
H -0.320 -1.785 3.632

For the relative energy (zero: lowest compared OMol25 entry of this formula, charge and spin), the calculation gives 0.000 eV. Its spin multiplicity is 7. The value obtained for the highest occupied orbital energy (spin up / spin down) is -16.217 / -16.079 eV. The calculation puts the frontier orbital gap (spin up / spin down) at 8.8 / 8.7 eV. As for the expectation value of S²: 12.688. The calculation puts the energy at -2720.574356 a.u. Its net charge is +2.

Atomic partial charges in e from the Löwdin method, atoms 1 to 2: atom 1 (C): -0.017, atom 2 (C): -0.686

Record 5
A molecular structure, C9H19ClNO3V, computed with wB97M-V/def2-TZVPD.

Atoms and positions in Å:
O -16.251 -17.096 8.247
V -17.109 -17.766 7.193
O -18.074 -18.945 7.820
Cl -14.669 -19.711 4.705
C -8.911 -18.816 7.228
C -7.380 -18.925 7.501
C -7.153 -20.113 8.425
C -5.730 -20.596 8.610
C -5.142 -20.835 7.216
C -5.257 -19.733 6.234
N -6.703 -19.306 6.225
O -7.014 -18.501 5.163
C -4.292 -18.639 6.636
C -4.734 -20.171 4.799
C -6.797 -17.606 8.179
H -9.480 -18.703 8.151
H -9.200 -17.827 6.872
H -9.423 -19.648 6.745
H -7.410 -19.731 9.412
H -7.768 -20.981 8.188
H -5.140 -19.870 9.170
H -5.667 -21.535 9.159
H -5.778 -21.615 6.799
H -4.154 -21.226 7.460
H -4.503 -17.682 6.159
H -3.257 -18.924 6.446
H -4.260 -18.306 7.674
H -4.753 -19.410 4.019
H -5.331 -20.984 4.384
H -3.729 -20.554 4.980
H -7.524 -17.345 8.948
H -5.889 -17.784 8.755
H -6.701 -16.775 7.480
H -6.423 -17.771 5.361

For the relative energy (zero: lowest compared OMol25 entry of this formula, charge and spin), the calculation gives 5.350 eV. Its spin multiplicity is 1. The value obtained for the highest occupied orbital energy is -8.071 eV. The calculation puts the frontier orbital gap at 4.0 eV. The calculation puts the energy at -2038.752167 a.u. Its net charge is 0.

Atomic partial charges in e from the Löwdin method, atoms 1 to 2: atom 1 (O): -0.253, atom 2 (V): 1.133

Record 6
A molecular structure, C9H19CsNO, computed with wB97M-V/def2-TZVPD.

Atoms and positions in Å:
Cs 0.700 -4.260 -4.465
C -1.392 1.622 -0.804
C -0.147 0.722 -1.052
C 1.155 1.406 -0.592
C 1.398 1.356 0.927
C 1.308 -0.092 1.453
C -0.007 -0.788 1.054
N -0.284 -0.622 -0.361
O -1.384 -1.384 -0.777
C 0.334 -2.247 1.392
C -1.148 -0.293 2.015
C 0.045 0.528 -2.553
H -1.375 2.466 -1.493
H -1.482 2.043 0.197
H -2.304 1.047 -0.965
H 2.022 1.081 -1.167
H 1.075 2.455 -0.877
H 0.610 2.014 1.295
H 2.372 1.823 1.072
H 1.232 -0.088 2.540
H 2.200 -0.651 1.169
H 1.249 -2.382 1.968
H -0.480 -2.738 1.924
H 0.341 -2.851 0.485
H -1.254 0.792 2.025
H -2.051 -0.824 1.714
H -1.019 -0.603 3.052
H 0.863 -0.168 -2.742
H 0.365 1.442 -3.053
H -0.838 0.153 -3.071
H -2.105 -0.960 -0.306

For the relative energy (zero: lowest compared OMol25 entry of this formula, charge and spin), the calculation gives 1.366 eV. Its spin multiplicity is 1. The value obtained for the highest occupied orbital energy is -10.702 eV. The calculation puts the frontier orbital gap at 6.8 eV. The calculation puts the energy at -504.189484 a.u. Its net charge is +1.

Atomic partial charges in e from the Löwdin method, atoms 1 to 2: atom 1 (Cs): 0.957, atom 2 (C): -0.016